No. 1
H3NOP | the ωB97M-V functional and the def2-TZVPD basis

Summary:
HOMO level = -3.229 eV
SMILES string = N=[PH2][O-]
Charge = -1
HOMO-LUMO gap = 8.41 eV
LUMO energy = 5.18 eV

Geometry (Å):
N1 -1.22983 -0.30300 -0.27802
P1 0.25977 0.25541 -0.04021
O1 0.37333 1.58339 0.65002
H1 -1.28928 -1.18483 0.23311
H2 0.98061 -0.70513 0.73955
H3 0.90541 0.35416 -1.30444

***

No. 2
C2HClN2O2 | the ωB97M-V functional and the def2-TZVPD basis

Summary:
HOMO level = -9.776 eV
SMILES string = [O-][n+]1cc(Cl)no1
HOMO-LUMO gap = 9.93 eV
LUMO energy = 0.16 eV

Geometry (Å):
C1 -0.32488 -0.64758 -0.00005
C2 1.02946 -0.22723 -0.00017
N1 1.09765 1.07477 0.00013
N2 -1.06285 0.44484 -0.00018
O1 -2.24238 0.66366 -0.00003
O2 -0.14496 1.54409 0.00020
Cl1 2.39013 -1.22125 0.00002
H1 -0.74217 -1.63131 0.00008

***

No. 3
C43H52MnN4O2S2Si | the ωB97M-V functional and the def2-TZVPD basis

Summary:
<S²> = 0.933
HOMO level (spin up / spin down) = -13.205 / -13.167 eV
Charge = +2
HOMO-LUMO gap (spin up / spin down) = 6.59 / 7.85 eV
LUMO energy (spin up / spin down) = -6.61 / -5.32 eV
2S+1 = 2

Geometry (Å):
Mn1 0.09618 -0.02642 -0.06911
S1 -4.06309 -1.26043 0.77610
C1 -3.08178 -2.51430 1.37779
C2 -1.76060 -2.31282 1.09994
C3 -1.51951 -1.10187 0.39796
C4 -2.69333 -0.45572 0.13573
C5 -2.70091 0.70781 -0.72002
C6 -3.80302 1.24534 -1.37921
C7 -3.59165 2.21211 -2.33968
C8 -2.28801 2.59243 -2.65110
C9 -1.25206 2.02312 -1.94511
N1 -1.45558 1.14274 -0.95927
H1 -3.52764 -3.34769 1.90114
H2 -1.00739 -3.03802 1.34981
H3 -4.79793 0.87852 -1.16293
H4 -4.43013 2.64011 -2.87459
H5 -2.08185 3.31726 -3.42683
H6 -0.21895 2.25509 -2.15883
C10 0.94314 -1.84454 0.09301
Si1 1.76631 -2.04733 1.79257
C11 0.60401 -1.03427 2.84546
N2 0.30907 0.26221 2.15892
C12 1.43776 1.20799 2.50883
C13 0.95965 2.53879 3.06569
C14 0.14091 2.31455 4.33346
C15 -0.98350 1.28834 4.07576
C16 -0.99975 0.82185 2.62883
C17 1.87532 -3.78547 2.42020
C18 3.13831 -4.37442 2.55263
C19 3.27885 -5.65512 3.07360
C20 2.16050 -6.36917 3.47204
C21 0.89773 -5.80300 3.35636
C22 0.75990 -4.52555 2.83826
C23 3.48813 -1.35990 1.60301
C24 4.17397 -0.74711 2.65773
C25 5.48271 -0.30613 2.50832
C26 6.14094 -0.48487 1.29849
C27 5.49205 -1.11752 0.24689
C28 4.17980 -1.54826 0.40067
H7 0.33885 -2.68511 -0.23432
H8 1.66671 -1.64803 -0.70035
H9 0.94716 -0.86423 3.87018
H10 -0.31543 -1.61368 2.92805
H11 2.09442 1.32030 1.65646
H12 2.03702 0.73661 3.28376
H13 0.36713 3.09375 2.32990
H14 1.84208 3.14672 3.27323
H15 -0.26936 3.25912 4.68798
H16 0.80722 1.95274 5.11932
H17 -1.96400 1.71513 4.28877
H18 -0.88194 0.42575 4.73543
H19 -1.26395 1.64701 1.96242
H20 -1.75206 0.05245 2.49095
H21 4.02599 -3.83290 2.24795
H22 4.26415 -6.09189 3.17025
H23 2.27058 -7.36527 3.88097
H24 0.02383 -6.35527 3.67662
H25 -0.23750 -4.10808 2.78875
H26 3.70012 -0.63670 3.62767
H27 5.99411 0.16188 3.33995
H28 7.16544 -0.15351 1.18408
H29 6.01602 -1.29598 -0.68438
H30 3.70722 -2.06605 -0.42910
C29 0.43753 -1.41281 -6.51520
N3 -0.12523 -1.12775 -5.19457
N4 0.64165 -0.63013 -4.16378
C30 -0.04417 -0.78469 -2.99928
O1 0.45277 -0.32140 -1.92521
C31 -1.25903 -1.42047 -3.30276
C32 -1.25492 -1.63403 -4.66602
C33 -2.26586 -2.30812 -5.52735
C34 1.82597 0.14743 -4.34649
C35 2.94895 -0.14908 -3.58730
C36 4.09032 0.62452 -3.74108
C37 4.11003 1.66923 -4.65834
C38 2.97844 1.95464 -5.41245
C39 1.82480 1.19972 -5.24992
H31 1.51036 -1.25180 -6.48697
H32 -0.00220 -0.76078 -7.26647
H33 0.24725 -2.45197 -6.77078
H34 -2.02524 -1.69679 -2.59730
H35 -3.13882 -2.56903 -4.93513
H36 -1.86606 -3.22616 -5.96277
H37 -2.57757 -1.65822 -6.34548
H38 2.92950 -0.97866 -2.89347
H39 4.97150 0.39590 -3.15389
H40 5.01153 2.25248 -4.79644
H41 2.99066 2.76575 -6.12848
H42 0.93157 1.42806 -5.81945
C40 4.16755 3.14195 -1.36168
C41 2.67023 3.28628 -1.59856
S2 1.74072 3.05639 -0.07026
O2 1.11969 1.66548 -0.27090
C42 0.48161 4.31155 -0.24308
C43 1.05882 5.63464 0.25337
H43 4.69742 3.26535 -2.30595
H44 4.41391 2.15565 -0.96202
H45 4.53665 3.89677 -0.66708
H46 2.27776 2.50404 -2.25321
H47 2.40307 4.26297 -2.00437
H48 -0.35537 3.96636 0.36772
H49 0.16578 4.35960 -1.28433
H50 1.32532 5.58264 1.30895
H51 0.31616 6.42075 0.12752
H52 1.94683 5.93107 -0.30837

***

No. 4
C6H12N2O | the ωB97M-V functional and the def2-TZVPD basis

Summary:
HOMO level = -7.966 eV
SMILES string = C=C(CN)ON.C=C=C
HOMO-LUMO gap = 8.92 eV
LUMO energy = 0.96 eV

Geometry (Å):
C1 2.01410 0.83306 -0.72656
N1 2.64096 0.07763 0.35125
C2 0.54706 1.05828 -0.58820
C3 -0.16259 2.05333 -0.12863
H1 2.38346 0.46810 1.25089
H2 2.30359 -0.87916 0.32146
H3 2.49173 1.81647 -0.78709
H4 2.20966 0.30582 -1.66265
H5 0.28593 2.98173 0.18762
C4 -2.76562 0.04933 0.25112
C5 -1.71315 -0.70618 0.57948
N2 0.42596 -1.42474 -1.14389
C6 -1.10748 -1.43600 1.50673
O1 -0.34177 -0.24819 -0.83629
H6 0.05332 -2.13386 -0.51126
H7 0.14722 -1.67463 -2.08727
H8 -3.60575 0.14534 0.92162
H9 -2.90090 0.36563 -0.77254
H10 -1.22754 1.87406 0.09847
H11 -1.56360 -2.32511 1.91402
H12 -0.11460 -1.20091 1.86170